Below is an isolated molecule of C4H6N2O at a distorted geometry, with properties calculated with ωB97M-V with the def2-TZVPD basis set.

Last column: Mulliken charge in e.
CARTESIAN COORDINATES (ANGSTROEM)
C (-0.2190, -0.1807, -0.0979)  0.49
N (0.1934, 0.0984, -1.3258)  -0.37
C (-0.7544, -2.4313, -0.5374)  0.12
C (-0.1310, 1.1736, 1.1071)  -0.35
C (0.9240, 1.9590, 1.2109)  -0.61
N (-0.4776, -1.1049, 0.6769)  -0.46
O (-0.5632, -2.5345, -1.7218)  -0.48
H (0.4352, 1.0480, -1.5560)  0.23
H (0.0303, -0.6285, -2.0184)  0.25
H (-1.1663, -3.2804, 0.0540)  0.37
H (-1.0327, 1.2628, 1.6984)  0.29
H (1.8202, 1.8130, 0.6191)  0.25
H (0.9411, 2.8055, 1.8909)  0.26

Computed properties:
HOMO-LUMO gap ... 9.65 eV
Energy relative to the best compared isomer or geometry (same formula, charge and spin) ... 96.2 kcal per mole
HOMO energy ... -8.71 eV
SMILES string ... C=C/C(N)=N/C=O



Below is an isolated molecule of C4H6N2O, with properties calculated with ωB97M-V with the def2-TZVPD basis set.

Last column: Mulliken charge in e.
CARTESIAN COORDINATES (ANGSTROEM)
N (-0.1538, -1.6933, 1.0129)  -0.17
C (-0.8895, -0.6190, 0.9997)  -0.76
C (-0.1333, 0.6272, 0.8120)  0.89
O (-0.0321, 1.3030, 1.9894)  -0.48
C (0.3495, 1.1925, -0.3149)  -0.60
C (0.2624, 0.5858, -1.6345)  0.03
N (-0.1286, -0.6160, -1.8427)  -0.60
H (-0.5888, -2.5967, 1.1558)  0.24
H (0.8287, -1.7201, 0.7425)  0.24
H (-0.6347, 0.8762, 2.6185)  0.33
H (0.7364, 2.2048, -0.2376)  0.30
H (0.5398, 1.2610, -2.4569)  0.34
H (-0.1561, -0.8053, -2.8441)  0.23

Computed properties:
HOMO-LUMO gap ... 8.77 eV
Energy relative to the best compared isomer or geometry (same formula, charge and spin) ... 77.3 kcal per mole
HOMO energy ... -8.21 eV



Below is C4H6N2O as an isolated structure at a distorted geometry, with properties calculated with ωB97M-V with the def2-TZVPD basis set.

Last column: Mulliken charge in e.
CARTESIAN COORDINATES (ANGSTROEM)
C (1.5548, 0.5139, 0.8299)  -1.04
C (0.2103, 0.8477, 0.2535)  -0.24
O (0.1622, 0.4407, -1.1456)  -0.37
C (-0.7489, -0.5356, -1.2246)  0.58
N (-1.0795, -1.1700, -2.2577)  -0.68
C (-1.2854, -0.6838, 0.1702)  0.37
N (-1.8913, -0.9912, 1.1216)  -0.49
H (2.3652, 1.0410, 0.3201)  0.33
H (1.5532, 0.8078, 1.8823)  0.35
H (1.7545, -0.5637, 0.7666)  0.27
H (-0.0771, 1.8927, 0.2758)  0.40
H (-0.7152, 0.2555, 1.0529)  0.28
H (-1.8027, -1.8549, -2.0450)  0.25

Computed properties:
HOMO-LUMO gap ... 10.42 eV
Energy relative to the best compared isomer or geometry (same formula, charge and spin) ... 96.4 kcal per mole
HOMO energy ... -9.93 eV



Below is C4H6N2O as an isolated structure at a distorted geometry, with properties calculated with ωB97M-V with the def2-TZVPD basis set.

Last column: Mulliken charge in e.
CARTESIAN COORDINATES (ANGSTROEM)
O (1.6413, 2.3708, 0.7354)  -0.30
C (1.0190, 1.3995, 0.7394)  0.22
N (1.4247, -0.1261, -0.5826)  -0.53
C (0.4598, -1.1026, -0.1104)  -0.46
C (-0.7115, -0.2084, -0.4677)  0.11
C (-1.8805, 0.2027, 0.3259)  -0.35
N (-0.7934, 1.0912, -0.1748)  -0.26
H (2.3848, -0.4920, -0.4827)  0.20
H (0.5379, -1.4084, 0.9455)  0.31
H (0.3902, -1.9999, -0.7373)  0.29
H (0.2310, -0.0886, -1.5338)  0.29
H (-2.8933, 0.2791, -0.0651)  0.24
H (-1.8099, 0.0827, 1.4082)  0.22

Computed properties:
HOMO-LUMO gap ... 7.96 eV
Energy relative to the best compared isomer or geometry (same formula, charge and spin) ... 193.6 kcal per mole
HOMO energy ... -8.83 eV



Below is C4H6N2O as an isolated structure at a distorted geometry, with properties calculated with ωB97M-V with the def2-TZVPD basis set.

Last column: Mulliken charge in e.
CARTESIAN COORDINATES (ANGSTROEM)
N (-0.0716, -1.7044, -0.9701)  -0.58
C (-0.3688, -0.5341, -0.2516)  0.55
C (0.7584, 0.3489, 0.0906)  0.34
O (2.0212, 0.4318, -0.4257)  -0.55
N (0.1738, 1.4541, 0.6603)  -0.06
C (-1.1694, 1.1400, 0.8590)  -0.14
C (-1.5709, -0.0875, 0.3565)  -1.25
H (-0.0610, -1.4703, -1.9562)  0.28
H (-0.8404, -2.3528, -0.8354)  0.35
H (2.1608, -0.4050, -0.8948)  0.35
H (0.7070, 2.1892, 1.1068)  0.24
H (-1.7640, 1.8755, 1.4009)  0.39
H (0.5467, -0.6151, 0.8369)  0.06

Computed properties:
HOMO-LUMO gap ... 7.91 eV
Energy relative to the best compared isomer or geometry (same formula, charge and spin) ... 109.4 kcal per mole
HOMO energy ... -7.57 eV



Below is an isolated molecule of C4H6N2O at a distorted geometry, with properties calculated with ωB97M-V with the def2-TZVPD basis set.

Last column: Mulliken charge in e.
CARTESIAN COORDINATES (ANGSTROEM)
C (0.0470, 1.9878, 0.0557)  -1.10
C (-0.0436, 0.5223, 0.3660)  0.26
C (0.7659, -0.3824, -0.2418)  -0.17
C (0.1015, -1.6154, -0.2181)  0.26
O (0.6757, -2.5755, -1.0050)  -0.47
N (-1.0196, -1.5934, 0.5011)  -0.69
N (-1.0454, -0.1505, 0.9740)  0.01
H (-0.0441, 2.6792, 0.8930)  0.34
H (-0.7195, 2.2415, -0.6897)  0.28
H (1.0103, 2.1482, -0.4391)  0.29
H (1.7736, -0.2324, -0.5663)  0.37
H (0.3231, -3.4697, -0.9503)  0.35
H (-1.8249, 0.4401, 1.3206)  0.26

Computed properties:
HOMO-LUMO gap ... 9.73 eV
Energy relative to the best compared isomer or geometry (same formula, charge and spin) ... 47.7 kcal per mole
HOMO energy ... -8.77 eV
SMILES string ... Cc1cc(O)n[nH]1



Below is C4H6N2O as an isolated structure at a distorted geometry, with properties calculated with ωB97M-V with the def2-TZVPD basis set.

Last column: Mulliken charge in e.
CARTESIAN COORDINATES (ANGSTROEM)
O (1.5108, 2.4216, 0.3900)  -0.55
C (0.7020, 1.5342, 0.3701)  0.58
N (1.2377, -0.1000, -0.2476)  -0.32
C (0.4775, -1.3289, -0.0808)  -0.38
C (-0.6248, -0.5265, -0.5625)  0.08
C (-1.3857, 0.3385, 0.3649)  -0.50
N (-0.4768, 1.3468, 0.7800)  -0.51
H (2.1632, -0.1692, -0.6939)  0.21
H (0.3796, -1.6792, 0.9387)  0.23
H (0.7489, -2.1131, -0.7886)  0.32
H (-0.7298, -0.3738, -1.6202)  0.31
H (-2.2484, 0.7909, -0.1271)  0.23
H (-1.7544, -0.1414, 1.2772)  0.30

Computed properties:
HOMO-LUMO gap (alpha / beta) ... 7.90 / 7.90 eV
Energy relative to the best compared isomer or geometry (same formula, charge and spin) ... 105.2 kcal per mole
HOMO energy (alpha / beta) ... -8.68 / -8.68 eV



Below is an isolated molecule of C4H6N2O at a distorted geometry, with properties calculated with ωB97M-V with the def2-TZVPD basis set.

Last column: Mulliken charge in e.
CARTESIAN COORDINATES (ANGSTROEM)
C (1.1718, -1.2374, 0.1602)  -0.78
C (-1.9211, -0.0014, -0.0745)  -0.20
C (-1.2996, 1.1762, 0.0241)  -0.45
C (0.0630, 0.9306, -0.2793)  0.58
H (0.9220, -1.4499, 1.2420)  0.29
H (1.5184, -2.2088, -0.4658)  0.24
H (2.1321, -0.5655, 0.2787)  0.28
H (-2.9149, -0.3324, 0.2110)  0.40
H (-1.5974, 2.1331, 0.4984)  0.35
H (1.8928, 1.3150, -0.4735)  0.25
N (0.1415, -0.4555, -0.5774)  0.08
N (1.0532, 1.7568, -0.1943)  -0.73
O (-1.1619, -1.0607, -0.3495)  -0.30

Computed properties:
HOMO-LUMO gap ... 9.58 eV
Energy relative to the best compared isomer or geometry (same formula, charge and spin) ... 81.8 kcal per mole
HOMO energy ... -8.68 eV
SMILES string ... [H]/N=c1/ccon1C



Below is C4H6N2O as an isolated structure at a distorted geometry, with properties calculated with ωB97M-V with the def2-TZVPD basis set.

Last column: Mulliken charge in e.
CARTESIAN COORDINATES (ANGSTROEM)
C (1.5784, 0.7709, 1.2651)  -0.52
O (0.2253, 0.7910, 1.0389)  -0.42
C (-0.2499, 0.1404, -0.0360)  0.36
C (0.3029, -0.3225, -1.1908)  -0.18
N (-0.6928, -0.8322, -1.9985)  -0.61
C (-1.8036, -0.6823, -1.3319)  -0.26
N (-1.5950, -0.0982, -0.1105)  -0.07
H (2.2072, -0.1463, 1.0173)  0.21
H (1.8455, -0.2595, 2.2255)  0.13
H (1.8913, 1.7715, 1.5827)  0.33
H (1.3446, -0.2893, -1.4731)  0.45
H (-2.7937, -0.9419, -1.6804)  0.36
H (-2.2719, 0.0790, 0.6168)  0.20

Computed properties:
HOMO-LUMO gap ... 8.93 eV
Energy relative to the best compared isomer or geometry (same formula, charge and spin) ... 89.7 kcal per mole
HOMO energy ... -8.21 eV